Entry 1:
C9H19NORb | ωB97M-V/def2-TZVPD

Atoms and positions in Å:
Rb  2.2214  0.6303  4.3302
C  -2.0841  1.0475  0.1630
C  -1.2674  -0.2358  0.3440
C  -1.3905  -1.1261  -0.9363
C  -0.4376  -0.6969  -2.0202
C  0.9977  -0.6329  -1.5831
C  1.2575  0.1864  -0.2927
N  0.1411  -0.1464  0.7021
O  0.3982  0.3561  2.0109
C  2.6185  -0.4522  0.2609
C  1.4812  1.7427  -0.5480
C  -2.0134  -0.9599  1.5335
H  -1.8427  1.6556  1.0348
H  -3.1513  0.8274  0.1367
H  -1.8068  1.6532  -0.6997
H  -1.4527  -2.2049  -0.7928
H  -2.3657  -0.9464  -1.3889
H  -0.9337  0.1868  -2.4216
H  -0.4609  -1.4245  -2.8314
H  1.4203  -0.0867  -2.4264
H  1.3982  -1.6451  -1.6379
H  2.9536  -0.0600  1.2211
H  2.4922  -1.5244  0.4112
H  3.4996  -0.2651  -0.3528
H  0.5171  2.1182  -0.8910
H  1.6338  2.2313  0.4143
H  2.3536  2.0676  -1.1149
H  -2.9544  -1.4313  1.2501
H  -2.0535  -0.3479  2.4346
H  -1.3820  -1.8060  1.8049
H  0.2125  1.2895  1.8854

Results
**<S²>**: 0.75
**Net charge**: 0
**E**: -508.2547 Eh
**Lowest unoccupied orbital energy (spin up / spin down)**: 0.009 / 0.012 hartree
**E_HOMO (spin up / spin down)**: -3.48 / -8.81 eV
**Strongest force on any atom**: 2.28 eV/A
**ΔE to the lowest compared entry with this formula, charge and spin**: 5.8 kcal/mol
**Multiplicity**: 2

Entry 2:
C24H29BIN6O6PbS | ωB97M-V/def2-TZVPD

Atoms and positions in Å:
Pb  0.0534  -0.3246  -0.6150
N  0.8725  -0.2846  1.7545
C  2.0794  0.5376  1.9627
C  1.8874  1.8864  1.2858
N  1.6622  1.6423  -0.1413
H  0.0848  0.1063  2.2667
H  1.0034  -1.2301  2.0953
H  2.9183  0.0301  1.4852
H  2.3030  0.6728  3.0232
H  2.7662  2.5094  1.4702
H  1.0209  2.3934  1.7141
H  2.5403  1.3056  -0.5491
H  1.3640  2.4824  -0.6230
C  5.8013  -1.5029  -1.9382
N  4.3833  -1.8350  -2.0051
C  3.9305  -2.9373  -2.6556
C  2.6211  -3.2440  -2.7145
C  1.6881  -2.3724  -2.0522
O  0.4541  -2.5475  -2.0515
N  2.1763  -1.2828  -1.3827
C  3.4971  -0.9663  -1.3645
O  3.9659  0.0271  -0.8054
H  6.3720  -2.2536  -2.4774
H  6.1284  -1.4671  -0.9005
H  5.9753  -0.5216  -2.3750
H  4.6849  -3.5500  -3.1302
H  2.2600  -4.1117  -3.2433
I  -3.3622  8.3531  2.9959
C  -2.7844  6.4284  2.4028
C  -3.2830  5.3268  3.0851
C  -2.8969  4.0567  2.6993
C  -2.0291  3.8857  1.6207
C  -1.5428  5.0014  0.9405
C  -1.9103  6.2732  1.3337
C  -1.6648  2.5463  1.1309
O  -1.8377  1.5209  2.0267
O  -1.1848  2.3122  0.0537
H  -3.9704  5.4602  3.9084
H  -3.2785  3.1948  3.2294
H  -0.8726  4.8596  0.1029
H  -1.5339  7.1404  0.8098
O  -2.9435  -0.4509  2.8274
B  -2.8556  0.6102  1.9609
O  -3.8657  0.6348  1.0233
C  -4.6230  -0.4875  1.3133
C  -5.7393  -0.9641  0.6684
C  -6.2930  -2.1368  1.1752
C  -5.7420  -2.7881  2.2722
C  -4.6037  -2.3023  2.9107
C  -4.0647  -1.1442  2.4044
H  -6.1572  -0.4506  -0.1864
H  -7.1657  -2.5575  0.6942
H  -6.2045  -3.6942  2.6392
H  -4.1553  -2.8097  3.7536
C  -2.3827  -3.9830  -1.8277
N  -1.4688  -4.5776  -0.8847
C  -0.9791  -5.9395  -1.0762
C  -0.0613  -6.1616  0.1385
N  -0.0249  -4.8281  0.7327
C  -0.9140  -3.9941  0.1652
S  -1.2927  -2.4704  0.8118
H  -3.3149  -4.5500  -1.8517
H  -1.9326  -3.9759  -2.8205
H  -2.5833  -2.9601  -1.5245
H  -0.4413  -6.0182  -2.0235
H  -1.8174  -6.6365  -1.1006
H  0.9357  -6.4914  -0.1486
H  -0.4752  -6.8893  0.8378
H  0.3561  -4.6476  1.6422

Results
**Net charge**: +1
**E**: -2625.6136 Eh
**Lowest unoccupied orbital energy**: -0.090 hartree
**E_HOMO**: -10.92 eV
**Strongest force on any atom**: 0.46 eV/A
**ΔE to the lowest compared entry with this formula, charge and spin**: 0.0 kcal/mol

Entry 3:
C11H22NOS | ωB97M-V/def2-TZVPD

Atoms and positions in Å:
C  2.3075  2.7038  0.2085
O  3.1706  1.6230  0.4634
C  3.2949  0.7056  -0.6159
C  2.8095  -0.6651  -0.1891
C  1.3003  -0.8653  -0.2812
C  0.8701  -2.2023  0.3059
C  -0.6324  -2.3851  0.4837
C  -1.2122  -1.4966  1.5976
C  -2.2164  -0.4082  1.1673
C  -1.9644  0.2304  -0.1960
C  -1.7231  1.7416  -0.1666
S  -2.0924  2.3022  -1.8600
C  -3.2638  1.0777  -1.9691
N  -3.1510  0.1478  -1.0791
H  2.6614  3.3085  -0.6299
H  2.2834  3.3213  1.1009
H  1.2918  2.3513  -0.0145
H  4.3550  0.6407  -0.8625
H  2.7583  1.0791  -1.4915
H  3.1015  -0.7934  0.8551
H  3.3093  -1.4484  -0.7607
H  0.7927  -0.0371  0.2296
H  1.0081  -0.8091  -1.3368
H  1.3177  -2.2823  1.3008
H  1.2959  -3.0124  -0.2855
H  -0.7869  -3.4243  0.7715
H  -1.1612  -2.2537  -0.4632
H  -0.4158  -1.0372  2.1809
H  -1.7477  -2.1415  2.2919
H  -2.1724  0.3937  1.9055
H  -3.2311  -0.7996  1.2223
H  -1.1395  -0.2085  -0.7615
H  -2.4216  2.2131  0.5222
H  -0.6865  1.9539  0.0768
H  -4.0642  1.0629  -2.6953
H  -3.8451  -0.5863  -1.0257

Results
**Net charge**: +1
**E**: -960.2429 Eh
**Lowest unoccupied orbital energy**: -0.163 hartree
**E_HOMO**: -12.17 eV
**Strongest force on any atom**: 0.70 eV/A
**ΔE to the lowest compared entry with this formula, charge and spin**: 0.0 kcal/mol

Entry 4:
C7H9N5O2S | ωB97M-V/def2-TZVPD

Atoms and positions in Å:
C  -2.4354  1.5967  -0.0015
C  -0.6051  -0.2639  -0.8570
C  -0.3889  -1.7205  -2.5084
C  -0.8440  2.6750  1.3856
C  -1.1920  1.5976  0.5999
C  1.6703  -1.2983  -1.1397
C  -0.2490  0.5919  0.2681
N  -3.5338  1.7472  -0.3289
N  -1.7767  -0.3405  -1.3570
N  -1.6576  -1.2238  -2.3312
N  0.2901  -1.1499  -1.3766
N  1.5809  -0.8216  3.2220
O  0.3473  2.8684  1.8930
O  0.8490  0.6392  0.7760
S  0.1864  -2.6442  -3.7409
H  -1.4937  3.5706  1.3885
H  2.3814  -0.8051  -1.8069
H  1.8966  -0.9239  -0.0960
H  1.9074  -2.4180  -1.1433
H  -2.3208  -1.3445  -3.0821
H  0.6033  -1.1613  2.9496
H  1.6372  0.0957  3.0812
H  2.2410  -1.3005  2.6504
H  0.9063  2.0339  1.5552

Results
**Net charge**: 0
**E**: -1094.5320 Eh
**Lowest unoccupied orbital energy**: -0.045 hartree
**E_HOMO**: -8.72 eV
**Strongest force on any atom**: 5.86 eV/A
**ΔE to the lowest compared entry with this formula, charge and spin**: 0.0 kcal/mol